No. 1
DFT (ωB97M-V with the def2-TZVPD basis set) results for a molecular structure, C36H31N3O2PRbS.

XYZ file:
```
75
Properties=species:S:1:pos:R:3:forces:R:3:nbo_charge:R:1
Rb -0.814 -0.863 1.067 0.524 -0.428 0.045 0.889
C -0.344 -5.105 -0.750 0.017 0.016 -0.017 -0.632
C -0.543 -4.501 0.614 -0.048 0.026 -0.039 -0.025
C -1.813 -4.134 1.053 0.012 -0.034 0.024 -0.227
C -1.999 -3.597 2.320 -0.060 -0.107 0.067 -0.231
C -0.914 -3.417 3.169 0.009 -0.102 0.034 -0.248
C 0.358 -3.773 2.739 -0.085 0.038 0.004 -0.222
C 0.537 -4.306 1.471 0.047 -0.002 -0.016 -0.152
H 0.604 -4.787 -1.185 0.005 -0.003 0.017 0.220
H -1.139 -4.811 -1.435 -0.009 0.023 0.027 0.222
H -0.332 -6.196 -0.692 -0.003 -0.001 0.006 0.212
H -2.662 -4.258 0.391 0.001 0.027 -0.009 0.216
H -2.994 -3.313 2.641 -0.001 0.017 -0.005 0.218
H -1.057 -2.993 4.155 -0.002 0.006 0.005 0.216
H 1.215 -3.619 3.382 0.007 0.037 -0.013 0.222
H 1.537 -4.547 1.132 -0.007 0.017 -0.003 0.213
O -3.032 -0.524 -0.455 -0.216 0.191 -0.117 -0.629
C -3.839 -0.803 -1.511 0.017 0.017 0.257 0.335
C -5.215 -0.622 -1.384 -0.021 0.052 -0.019 -0.223
C -6.071 -0.960 -2.410 -0.060 -0.027 -0.125 -0.204
C -5.564 -1.499 -3.591 0.040 0.065 0.149 -0.247
C -4.202 -1.697 -3.703 -0.100 -0.064 -0.109 -0.203
C -3.314 -1.353 -2.678 0.380 -0.175 -0.229 -0.088
C -1.870 -1.641 -2.867 -0.403 0.147 0.128 0.347
N -0.921 -1.736 -1.961 0.203 -0.223 0.117 -0.482
C 0.219 -2.106 -2.640 -0.112 0.188 -0.003 -0.094
C -0.033 -2.213 -3.971 -0.037 -0.034 0.027 -0.106
N -1.369 -1.923 -4.104 0.073 0.031 -0.131 -0.524
H -5.584 -0.203 -0.459 -0.005 0.005 -0.011 0.234
H -7.136 -0.807 -2.292 0.004 -0.006 -0.010 0.206
H -6.221 -1.779 -4.403 -0.013 0.003 0.008 0.205
H -3.835 -2.170 -4.607 0.020 -0.003 0.019 0.183
H 1.160 -2.255 -2.139 -0.005 -0.023 -0.012 0.199
H 0.592 -2.453 -4.813 0.001 -0.001 0.005 0.214
H -1.873 -1.864 -4.969 0.000 0.031 0.019 0.414
O 2.408 -1.883 0.433 0.109 -0.111 0.093 -0.630
N 2.421 -0.586 1.051 -0.227 -0.327 -0.098 -0.311
C 3.282 -0.511 2.050 -0.255 0.296 -0.085 -0.121
C 3.367 0.729 2.715 0.006 0.127 0.084 -0.030
C 4.317 0.922 3.763 -0.069 -0.008 -0.080 -0.237
C 4.497 2.133 4.372 -0.014 0.080 0.014 -0.238
C 3.734 3.254 3.975 0.018 -0.133 -0.025 -0.333
C 2.782 3.089 2.980 -0.045 0.054 -0.003 -0.180
C 2.539 1.870 2.345 0.082 -0.169 -0.097 -0.453
P 1.157 1.680 1.148 0.248 0.684 0.152 0.843
C 1.949 1.793 -0.514 -0.055 -0.038 0.029 -0.305
C 1.257 1.271 -1.606 -0.071 0.032 -0.057 -0.168
C 1.809 1.291 -2.881 0.044 0.042 0.080 -0.238
C 3.071 1.838 -3.079 -0.033 -0.014 0.008 -0.239
C 3.767 2.363 -1.997 -0.029 -0.010 0.044 -0.204
C 3.210 2.339 -0.724 0.081 -0.026 -0.023 -0.220
C 0.337 3.345 1.205 0.029 -0.031 0.072 -0.342
C 0.346 4.287 0.180 0.045 0.048 -0.050 -0.161
C -0.425 5.445 0.258 0.019 -0.044 0.027 -0.218
C -1.214 5.688 1.369 0.028 -0.058 0.025 -0.228
C -1.233 4.759 2.405 0.020 0.030 -0.042 -0.214
C -0.476 3.605 2.313 -0.021 -0.046 0.016 -0.192
H 2.067 -1.655 -0.436 0.096 -0.013 -0.057 0.457
H 3.906 -1.357 2.329 0.033 -0.005 -0.005 0.171
H 4.923 0.071 4.062 -0.008 0.002 -0.001 0.187
H 5.238 2.232 5.158 -0.006 -0.005 -0.006 0.189
H 3.877 4.220 4.441 0.009 0.000 0.003 0.193
H 2.190 3.951 2.694 0.014 -0.019 0.002 0.209
H 0.263 0.856 -1.468 -0.006 -0.008 0.022 0.210
H 1.252 0.879 -3.714 0.002 -0.002 -0.004 0.204
H 3.510 1.853 -4.070 0.004 0.005 0.002 0.199
H 4.753 2.789 -2.144 -0.001 -0.001 0.003 0.200
H 3.764 2.730 0.123 -0.016 0.000 -0.008 0.229
H 0.956 4.122 -0.699 -0.006 -0.015 0.006 0.206
H -0.409 6.154 -0.561 0.010 -0.008 -0.004 0.198
H -1.822 6.583 1.426 0.002 -0.003 -0.001 0.199
H -1.858 4.927 3.274 0.004 -0.006 0.001 0.201
H -0.519 2.878 3.118 0.003 -0.012 -0.011 0.208
S -3.627 2.065 -0.578 -0.147 -0.005 -0.216 -0.257
C -2.895 0.810 0.167 -0.067 0.015 0.101 -0.214
```
Forces are in eV/Å.

## Properties
HOMO level (alpha / beta), eV: -1.52 / -3.94
Lowest unoccupied orbital energy (alpha / beta), eV: 1.9 / 1.9
Spin multiplicity: 2
HOMO-LUMO gap (alpha / beta), eV: 3.45 / 5.86
Expectation value of S²: 0.775
Charge: -1

***

No. 2
DFT (ωB97M-V with the def2-TZVPD basis set) results for a molecular structure, C36H31N6P2SbSe4Sn in a non-equilibrium geometry.

XYZ file:
```
81
Properties=species:S:1:pos:R:3:forces:R:3:mulliken_charge:R:1
Sn -0.554 0.234 0.148 1.042 -4.259 0.330 1.348
C -1.229 -2.496 0.071 -0.985 -3.738 0.028 -1.158
P -0.975 -1.627 -1.426 -0.641 1.070 0.520 4.017
C -1.337 -2.920 -2.586 -0.136 -0.771 -0.704 0.367
C -0.406 -3.705 -3.246 0.043 -0.105 -0.207 -0.414
C -0.815 -4.793 -3.991 0.043 -0.176 -0.184 -0.979
C -2.158 -5.104 -4.092 -0.035 -0.205 -0.127 -0.587
C -3.096 -4.321 -3.439 -0.180 -0.164 -0.080 -0.988
C -2.690 -3.237 -2.689 -0.191 -0.177 -0.096 -0.816
C -2.475 -0.672 -1.513 -1.305 0.218 -0.697 0.037
C -2.853 0.062 -2.626 -0.263 -0.125 -0.017 -0.853
C -3.775 1.088 -2.492 -0.094 0.130 0.085 -0.979
C -4.336 1.369 -1.256 -0.408 0.051 -0.076 -0.642
C -4.067 0.536 -0.173 0.059 -0.010 -0.094 -0.695
C -3.141 -0.483 -0.302 -1.539 -0.306 -0.207 -0.675
C -1.005 -1.959 1.404 -0.818 -2.041 1.255 -0.343
C -0.314 -2.615 2.376 -0.410 -0.587 0.798 -0.628
C -0.002 -1.644 3.362 -0.166 -0.438 0.484 -0.696
C -0.563 -0.484 2.914 -0.917 0.142 1.533 -0.920
C -0.302 0.943 3.224 -0.329 0.302 0.591 -0.551
P 0.896 1.188 1.888 1.709 2.412 1.690 0.498
C 1.371 2.949 1.877 -0.189 0.022 -0.399 1.460
C 0.471 3.912 2.350 0.502 -0.215 0.263 -0.816
C 0.666 5.246 2.034 0.035 0.361 0.050 -0.767
C 1.656 5.614 1.124 0.008 -0.133 0.199 -0.200
C 2.549 4.662 0.655 0.013 0.163 0.050 -0.924
C 2.428 3.340 1.050 -0.153 -0.295 0.294 -0.789
C 2.417 0.453 2.460 0.421 -0.082 0.378 0.986
C 3.383 0.205 1.492 0.091 0.023 -0.266 0.044
C 4.611 -0.317 1.846 0.211 0.022 0.026 -0.975
C 4.890 -0.578 3.175 0.160 -0.078 0.040 -0.755
C 3.936 -0.317 4.144 0.142 -0.050 0.354 -0.750
C 2.702 0.199 3.795 0.086 -0.075 -0.075 -0.857
N -1.317 -0.706 1.800 0.514 0.211 0.782 -0.573
H -0.467 -3.299 -0.079 -0.628 0.054 0.410 0.836
H -2.218 -2.996 -0.013 0.427 0.044 0.002 0.783
H 0.646 -3.490 -3.175 -0.187 -0.117 -0.062 0.477
H -0.062 -5.400 -4.479 -0.064 -0.061 -0.075 0.452
H -2.471 -5.962 -4.673 -0.047 -0.043 -0.033 0.365
H -4.151 -4.554 -3.501 -0.035 -0.052 -0.061 0.408
H -3.439 -2.639 -2.177 0.169 -0.101 -0.092 0.415
H -2.398 -0.173 -3.582 -0.103 0.121 0.030 0.701
H -4.016 1.708 -3.344 -0.039 0.088 -0.029 0.427
H -4.956 2.249 -1.126 0.071 -0.110 0.006 0.413
H -4.536 0.727 0.786 -0.007 0.005 -0.039 0.272
H -2.947 -1.158 0.522 -0.367 0.449 -0.145 0.352
H -0.003 -3.648 2.313 0.094 0.102 0.105 0.586
H 0.591 -1.776 4.252 0.081 0.021 0.013 0.461
H 0.118 1.148 4.207 -0.147 -0.044 0.075 0.551
H -1.207 1.557 3.063 0.529 -0.239 0.050 0.478
H -0.429 3.598 2.876 0.280 0.194 0.133 0.313
H -0.026 6.015 2.371 0.084 -0.279 -0.062 0.694
H 1.642 6.627 0.741 0.137 -0.026 0.071 0.292
H 3.321 4.932 -0.052 0.019 0.062 -0.079 0.351
H 3.103 2.583 0.666 -0.023 0.182 -0.058 0.296
H 3.151 0.374 0.443 0.008 0.012 0.186 0.086
H 5.349 -0.522 1.083 0.041 -0.023 -0.058 0.453
H 5.855 -0.986 3.454 -0.006 -0.016 0.039 0.361
H 4.156 -0.504 5.188 0.032 -0.056 0.028 0.421
H 1.961 0.387 4.561 0.081 0.016 -0.009 0.264
N 0.735 1.965 -2.592 0.312 -0.505 0.351 -0.028
C -0.209 1.285 -3.227 -0.212 0.017 -0.145 -0.251
N -0.186 0.010 -2.868 0.549 0.690 -1.301 -0.384
C 0.809 -0.032 -1.961 0.715 0.860 -1.369 -1.293
N 1.386 1.118 -1.745 0.987 0.594 -0.006 -0.280
C 0.903 -1.284 -1.213 1.316 -1.617 -2.366 1.343
C 1.719 -2.317 -1.821 1.827 -0.155 0.417 -1.081
N 2.178 -3.306 -1.118 -0.095 -0.012 -1.431 -0.498
C 1.965 -3.277 0.215 -0.086 0.040 1.189 -1.790
C 1.594 -2.095 0.821 1.570 -1.455 0.341 -0.508
N 1.223 -1.055 0.126 0.629 0.674 -0.666 0.758
H 0.803 2.989 -2.487 -0.276 0.121 -0.030 0.223
H -0.925 1.746 -3.879 -0.076 0.180 -0.145 0.552
H 2.046 -2.168 -2.848 -0.032 -0.291 -0.024 0.729
H 2.276 -4.134 0.797 0.150 -0.004 0.032 0.329
H 1.771 -1.901 1.870 0.153 -0.306 -0.224 0.872
Se -1.749 6.834 0.473 0.863 1.607 2.178 -0.689
Sb -1.688 4.446 -0.115 -2.814 5.877 -1.654 1.190
Se -1.050 2.296 0.166 -2.024 5.217 0.110 -0.557
Se -4.082 4.737 -0.169 -1.530 -1.443 -0.154 -0.747
Se -0.651 5.320 -2.105 1.351 -1.371 -1.973 -0.824
```
Forces are in eV/Å.

## Properties
HOMO level (alpha / beta), eV: -0.02 / 0.01
Lowest unoccupied orbital energy (alpha / beta), eV: 3.9 / 3.9
HOMO-LUMO gap (alpha / beta), eV: 3.94 / 3.91
Charge: -2

***

Q: Number 2 is which compound?
A: C36H31N6P2SbSe4Sn

***

Q: Among the records above, which one has the lowest charge?
A: C36H31N6P2SbSe4Sn

***

Q: Which value of charge does entry 1 give?
A: -1